Record 1
{"formula": "C3H5ClO2", "method": "ωB97M-V/def2-TZVPD", "lumo_ha": 0.025, "relative_energy_kj_mol": 332.78, "energy_ha": -727.87116, "total_charge": 0, "orbital_gap_ha": 0.3423, "elements": ["C", "C", "C", "O", "O", "Cl", "H", "H", "H", "H", "H"], "positions_angstrom": [[1.630323, 0.644687, -0.268921], [0.694524, 0.632705, -1.178234], [-0.760163, -0.547056, 1.212673], [-1.797406, 0.025706, 0.496655], [-0.958561, -1.738983, 1.679600], [0.481860, -0.600969, -2.286188], [2.334551, -0.123031, -0.177099], [-0.014450, 1.417799, -1.403273], [1.640454, 1.539825, 0.382626], [-1.482642, 0.941872, 0.171852], [-1.768490, -2.192556, 1.370309]], "atomic_forces_ev_per_a": [[-0.66, 2.29, 0.63], [-0.14, 1.06, -0.43], [0.27, 2.21, -0.09], [1.20, -0.24, 0.33], [-0.97, 0.00, -0.80], [-0.18, -1.61, -1.17], [0.84, -0.96, 0.34], [0.12, 0.32, 0.48], [0.31, -0.85, -0.28], [-0.45, -2.33, 1.02], [-0.34, 0.13, -0.03]]}

Record 2
{"formula": "C3H5ClO5S", "method": "ωB97M-V/def2-TZVPD", "lumo_ha": 0.019, "relative_energy_kj_mol": 29.96, "energy_ha": -1351.87729, "total_charge": 0, "orbital_gap_ha": 0.4101, "elements": ["C", "C", "C", "O", "O", "O", "O", "O", "S", "Cl", "H", "H", "H", "H", "H"], "positions_angstrom": [[0.963557, -0.445785, 0.233141], [-0.136518, -1.427649, -0.128650], [0.565427, 0.996491, 0.384297], [2.806456, -3.115352, 0.623383], [1.679201, -0.969008, 1.300957], [0.404344, -2.682938, 0.111256], [-0.600777, -1.312220, -1.416346], [-1.191921, -1.236517, 0.727995], [1.577217, -2.731369, 1.262866], [2.171542, -0.556380, -1.230471], [0.230712, 1.545217, -0.573702], [1.433502, 1.517251, 0.820039], [-0.198206, 0.889406, 1.068351], [0.132987, -1.682704, -1.993830], [-1.944950, -1.052318, 0.132390]], "atomic_forces_ev_per_a": [[2.34, 0.08, -1.60], [-0.63, 0.65, 0.05], [1.61, 0.52, -1.73], [-0.64, -0.36, 0.46], [-1.34, -0.75, 0.14], [0.73, -1.14, 0.29], [1.23, -1.04, -0.75], [-1.10, 0.39, -0.46], [0.93, 1.40, -0.75], [-0.23, 0.26, 0.09], [0.54, -1.32, 1.49], [-0.50, -0.04, -0.17], [-1.89, 0.70, 1.65], [-1.20, 0.81, 0.68], [0.15, -0.15, 0.63]]}

Record 3
{"formula": "C3H5ClOS", "method": "ωB97M-V/def2-TZVPD", "lumo_ha": -0.003, "relative_energy_kj_mol": 202.94, "smiles": "C=CCOSCl", "energy_ha": -1050.84828, "total_charge": 0, "orbital_gap_ha": 0.3346, "elements": ["C", "C", "C", "O", "S", "Cl", "H", "H", "H", "H", "H"], "positions_angstrom": [[1.923823, 0.226221, -0.551517], [1.112494, -0.449223, 0.212972], [-0.222664, 0.089747, 0.463004], [-1.185168, -0.664258, -0.253411], [-2.750406, -0.808835, 0.244061], [-3.777659, 0.969535, -0.239497], [2.766867, -0.113348, -0.978898], [1.477986, 1.057125, -1.202184], [1.393209, -1.400981, 0.670844], [-0.222166, 1.111058, 0.175740], [-0.516313, -0.017036, 1.458889]], "atomic_forces_ev_per_a": [[-3.03, 2.33, -2.06], [0.28, -1.01, 0.70], [-0.49, -0.37, 0.27], [-1.62, -0.55, -1.32], [0.77, 0.83, -0.11], [0.74, -0.78, 0.13], [3.31, -1.26, -0.64], [0.67, -0.70, 1.47], [-0.04, 0.26, -0.08], [-0.40, 1.02, -0.36], [-0.20, 0.23, 2.01]]}

Record 4
{"formula": "C3H5ClS", "method": "ωB97M-V/def2-TZVPD", "lumo_ha": -0.015, "relative_energy_kj_mol": 426.82, "energy_ha": -975.49416, "total_charge": 0, "orbital_gap_ha": 0.3274, "elements": ["C", "C", "C", "H", "H", "H", "H", "H", "S", "Cl"], "positions_angstrom": [[0.296236, -1.017911, 0.176605], [-0.132416, 0.379203, -0.075346], [-1.578422, 0.959677, -0.080115], [2.707657, -0.266666, -0.649035], [-0.267068, -1.819803, -0.192694], [0.250095, -1.233680, 1.206251], [-1.569777, 2.266793, 0.208894], [-2.486808, 0.664717, -0.904805], [1.858645, -1.699647, -0.506025], [0.921858, 1.767316, 0.816271]], "atomic_forces_ev_per_a": [[1.55, 0.17, -0.65], [-5.91, 4.21, 1.92], [3.87, 1.52, -2.51], [-2.00, -3.42, 0.49], [-2.09, -0.37, -1.08], [0.39, 0.35, 1.59], [-0.15, -4.51, -0.96], [2.78, 0.25, 2.79], [2.31, 4.11, -0.42], [-0.76, -2.31, -1.17]]}

Record 5
{"formula": "C3H5ClS", "method": "ωB97M-V/def2-TZVPD", "lumo_ha": 0.022, "relative_energy_kj_mol": 138.34, "smiles": "C/C(S)=C/Cl", "energy_ha": -975.60404, "total_charge": 0, "orbital_gap_ha": 0.3462, "elements": ["C", "C", "S", "C", "Cl", "H", "H", "H", "H", "H"], "positions_angstrom": [[0.628972, 0.941636, -0.669492], [0.104455, -0.192105, 0.206831], [0.671855, 0.345863, 2.026959], [-0.718696, -1.120652, -0.483128], [-1.787690, -2.182459, 0.336619], [1.685393, 0.633822, -0.823301], [0.778995, 1.969978, -0.290048], [0.059661, 0.784723, -1.541515], [-0.493570, -0.100226, 2.766204], [-0.929375, -1.080581, -1.529130]], "atomic_forces_ev_per_a": [[2.36, -1.52, 0.92], [-1.77, 0.37, -0.32], [-3.09, -2.27, -1.25], [1.91, 2.64, 4.03], [0.10, -0.56, 0.25], [-0.31, 0.28, -0.61], [-1.11, -0.66, 0.06], [-0.18, 0.89, -1.49], [1.79, 0.52, -1.15], [0.30, 0.32, -0.44]]}

Record 6
{"formula": "C3H5ClS", "method": "ωB97M-V/def2-TZVPD", "lumo_ha": 0.025, "relative_energy_kj_mol": 125.43, "smiles": "C=C(Cl)CS", "energy_ha": -975.60895, "total_charge": 0, "orbital_gap_ha": 0.3658, "elements": ["C", "C", "Cl", "C", "S", "H", "H", "H", "H", "H"], "positions_angstrom": [[0.073228, -1.368691, -1.471515], [-0.283283, -0.484512, -0.562240], [-1.071622, 0.806313, -1.194470], [-0.158622, -0.607227, 0.934172], [1.252026, 0.300333, 1.620636], [0.106683, -1.421482, -2.570005], [0.793805, -2.213373, -0.937410], [0.071999, -1.554075, 1.523562], [-1.055460, -0.101449, 1.202518], [0.480201, 1.540325, 1.754649]], "atomic_forces_ev_per_a": [[3.96, -3.91, 1.86], [1.00, -2.91, -0.51], [-1.74, 3.21, -0.34], [1.00, -0.31, 0.27], [-1.29, 3.05, 0.27], [-0.56, 0.61, 0.80], [-2.07, 1.72, -1.68], [-1.26, 0.47, -1.86], [-0.72, -0.10, 1.35], [1.67, -1.84, -0.17]]}

Record 7
{"formula": "C3H5ClS", "method": "ωB97M-V/def2-TZVPD", "lumo_ha": [-0.028, -0.023], "relative_energy_kj_mol": 351.12, "energy_ha": -975.52299, "total_charge": 0, "orbital_gap_ha": [0.2766, 0.2837], "elements": ["C", "C", "C", "S", "Cl", "H", "H", "H", "H", "H"], "positions_angstrom": [[2.418201, 1.000634, -0.053354], [-0.485038, -0.684063, -0.433219], [-1.701775, -0.601660, 0.411135], [0.770221, 0.526537, 0.249574], [-3.024422, 0.577071, -0.169693], [2.716996, 0.929108, -1.113893], [2.973878, 1.024903, 0.883112], [-0.291560, -0.870803, -1.430816], [-1.411617, -0.249431, 1.419339], [-1.964881, -1.652292, 0.237819]], "atomic_forces_ev_per_a": [[-2.95, -1.61, -1.51], [2.90, 3.40, 2.38], [1.20, 0.29, -1.41], [-0.04, -0.48, 1.29], [0.52, -0.77, 0.22], [0.61, 0.12, 1.08], [0.07, 0.31, -0.59], [-0.57, -0.82, -1.93], [-0.54, -0.70, -0.49], [-1.20, 0.26, 0.97]]}

Record 8
{"formula": "C3H5ClS", "method": "ωB97M-V/def2-TZVPD", "lumo_ha": [-0.023, 0.007], "relative_energy_kj_mol": 367.76, "energy_ha": -975.51665, "total_charge": 0, "orbital_gap_ha": [0.3004, 0.3095], "elements": ["C", "C", "C", "S", "Cl", "H", "H", "H", "H", "H"], "positions_angstrom": [[-0.843879, -1.033239, -1.033497], [-0.639437, 0.412836, -0.935212], [1.271898, 0.593041, 1.754499], [0.327137, -0.259886, -2.214904], [-1.828017, 1.624291, -1.075948], [-0.354331, -1.655770, -0.295091], [-1.752790, -1.456140, -1.453819], [1.693239, 1.316600, 1.089606], [1.753853, -0.355372, 1.879225], [0.372327, 0.813638, 2.285140]], "atomic_forces_ev_per_a": [[0.07, -0.05, 0.26], [0.17, -0.54, -0.27], [-0.02, -0.06, -0.21], [-0.02, 0.24, 0.05], [-0.08, 0.11, 0.06], [-0.04, 0.01, 0.05], [0.00, 0.21, -0.02], [0.12, 0.23, -0.16], [0.09, -0.24, 0.03], [-0.30, 0.09, 0.22]]}

Record 9
{"formula": "C3H5CuLiO2", "method": "ωB97M-V/def2-TZVPD", "lumo_ha": -0.185, "relative_energy_kj_mol": 0.00, "energy_ha": -1915.49793, "total_charge": 1, "orbital_gap_ha": 0.2666, "elements": ["C", "C", "H", "H", "H", "H", "H", "O", "C", "O", "Cu", "Li"], "positions_angstrom": [[-0.502740, -0.010822, 1.029596], [-1.737062, -0.410837, 0.295786], [0.045918, -0.864209, 1.445402], [-0.675000, 0.800341, 1.745797], [-1.649646, -1.437635, -0.083206], [-1.540161, 0.199396, -0.725991], [-2.633649, -0.247813, 0.905928], [0.384291, 0.574172, -0.145067], [1.462270, -0.144134, -0.542418], [2.144618, 0.548692, -1.352761], [3.544594, -1.231720, -1.513770], [1.156566, 2.224573, -1.059298]], "atomic_forces_ev_per_a": [[1.12, 0.15, -1.36], [0.67, 0.64, -2.55], [0.12, 0.57, -0.02], [0.45, -0.16, -0.33], [-0.28, 0.10, 0.49], [-1.90, -1.01, 2.36], [0.03, 0.08, -0.76], [-0.09, -0.08, 1.98], [0.42, -1.02, 0.34], [0.64, 0.33, -0.62], [-1.23, 0.85, 0.46], [0.04, -0.45, 0.02]]}

Record 10
{"formula": "C3H5CuO4", "method": "ωB97M-V/def2-TZVPD", "lumo_ha": [0.019, 0.018], "relative_energy_kj_mol": 334.34, "energy_ha": -2058.63772, "total_charge": -1, "orbital_gap_ha": [0.1047, 0.0962], "multiplicity": 2, "elements": ["O", "Cu", "O", "C", "O", "C", "C", "H", "H", "H", "H", "O", "H"], "positions_angstrom": [[-0.526121, 1.171251, -0.154773], [-1.591900, 2.247525, -1.904048], [-2.128431, 2.622710, 0.013480], [-1.316378, 1.941097, 0.698620], [-1.173987, 1.849551, 1.910198], [0.449237, 0.252876, 0.403614], [1.029757, -0.581587, -0.669966], [1.223538, 0.827265, 0.934655], [-0.063217, -0.366189, 1.164413], [2.083460, -0.853590, -0.625539], [0.409975, -0.894062, -1.512001], [1.264659, -4.037478, -0.239557], [0.339406, -4.179370, -0.019096]], "atomic_forces_ev_per_a": [[0.26, -0.09, -0.62], [0.06, -0.21, 1.31], [-0.67, 0.89, -1.27], [0.69, -1.09, 1.46], [-0.14, 0.28, -0.89], [0.07, -0.28, 0.46], [0.15, 0.38, -0.34], [-0.24, -0.09, -0.14], [0.06, 0.26, -0.26], [-0.52, -0.14, -0.06], [0.28, -0.12, 0.41], [0.14, 0.23, -0.10], [-0.14, -0.02, 0.04]]}